# 1
C5H6O as an isolated structure in a non-equilibrium geometry. Source: OMol25; level of theory: ωB97M-V with the def2-TZVPD basis set.

HOMO in hartree: -0.3119
Energy above the lowest of the compared OMol25 structures with the same formula, charge and spin in kJ/mol: 522.53
Lowest unoccupied orbital energy in eV: 0.7
HOMO-LUMO gap in eV: 9.2

Each line ends with the Mulliken charge.
Atoms and positions in Å:
O (-1.9973, -0.2111, 0.5921)  -0.3983
C (-0.7279, 0.3726, 0.3063)  0.3437
C (-1.9214, 0.6978, -0.4858)  -0.4254
C (1.6842, -0.3639, 0.0082)  -0.3114
C (2.8611, -0.0445, 0.1422)  -0.1618
C (0.3141, -0.5697, -0.2098)  -0.7221
H (-2.4014, 1.6658, -0.3316)  0.2466
H (3.6937, -0.3031, 0.7508)  0.2626
H (-0.3932, 1.1118, 1.0315)  0.3869
H (-2.0364, 0.2585, -1.4754)  0.2273
H (1.0251, -1.3712, 0.6872)  0.2080
H (-0.0283, -1.2601, -0.9801)  0.3439

# 2
C36H38As2N2O5Os as an isolated structure. Source: OMol25; level of theory: ωB97M-V with the def2-TZVPD basis set.

HOMO (spin up / spin down) in hartree: -0.5024 / -0.5311
Energy above the lowest of the compared OMol25 structures with the same formula, charge and spin in kJ/mol: 0.00
Lowest unoccupied orbital energy (spin up / spin down) in eV: -5.5 / -8.2
Total charge: +2
HOMO-LUMO gap (spin up / spin down) in eV: 8.2 / 6.2
Multiplicity: 5

Each line ends with the Mulliken spin population.
Atoms and positions in Å:
Os (0.3350, -0.0175, 0.2458)  2.6713
As (0.3819, -0.3745, 3.0663)  0.2888
As (2.7317, 0.7107, 0.5823)  -0.0080
O (-0.0606, 1.8200, 0.9077)  0.1682
O (0.5227, -1.7070, -0.4612)  0.4897
O (-4.3221, 3.6401, 0.4683)  -0.0001
O (-5.7820, 2.0411, -0.0808)  0.0014
O (-1.5527, 3.4946, 1.0214)  0.0302
N (-3.9031, 0.1081, -0.3061)  0.0155
N (-1.7659, 0.0806, 0.0144)  0.0472
C (-1.7991, -0.3077, 6.6099)  -0.0073
C (4.7691, -1.0569, -0.4061)  0.0047
C (2.1638, -3.4822, -0.0405)  0.0020
C (2.1629, 3.3438, -0.3489)  0.0277
C (2.8324, 5.3754, 0.7460)  -0.0013
C (1.9823, -2.3003, -2.2882)  0.0409
C (-0.6109, 0.1949, 4.5987)  0.0308
C (0.6959, -5.0349, 3.4453)  0.0012
C (6.7428, -0.3518, -1.5798)  -0.0005
C (0.1741, -3.8275, -1.5192)  0.0183
C (-2.2417, 1.3619, 0.2726)  -0.0136
C (4.3090, 0.2560, -0.4178)  0.0175
C (-0.6914, 1.5611, 4.8635)  0.0167
C (5.0532, 1.2704, -1.0068)  -0.0068
C (-4.6656, 2.4046, 0.1583)  0.0010
C (1.2426, -2.8415, -1.0828)  -0.0316
C (1.6403, -4.2407, 4.0844)  -0.0011
C (-1.8624, 1.0488, 6.8985)  0.0217
C (2.7565, 2.6162, 0.6761)  -0.0093
C (6.2755, 0.9541, -1.5896)  0.0001
C (3.3896, 3.2538, 1.7319)  -0.0044
C (0.5615, -2.2731, 3.2200)  0.0652
C (-2.8214, -2.1145, -0.6728)  -0.0241
C (-0.3801, -3.0698, 2.5740)  0.0179
C (-1.1796, -0.7476, 5.4473)  0.0282
C (1.5704, -2.8568, 3.9810)  -0.0067
C (2.1529, 0.3510, 3.4264)  0.0313
C (2.2035, 4.7282, -0.3119)  0.0067
C (-2.8171, -0.6696, -0.3444)  0.0354
C (-1.3135, 1.9833, 6.0274)  -0.0080
C (-3.5734, 1.3847, 0.0774)  -0.0054
C (3.1803, 0.0437, 2.3534)  0.0013
C (-1.2810, 2.3569, 0.7565)  0.0330
C (-0.3192, -4.4508, 2.6965)  -0.0003
C (5.9895, -1.3593, -0.9884)  -0.0004
C (3.4250, 4.6437, 1.7618)  -0.0006
H (-1.1340, -1.8050, 5.2233)  0.0009
H (-0.5256, -3.3647, -2.2174)  -0.0024
H (2.4482, -0.0621, 4.3906)  0.0072
H (2.2960, -2.2473, 4.5063)  -0.0016
H (0.6513, -4.6657, -2.0279)  0.0017
H (1.7879, -4.4560, 0.2682)  -0.0003
H (6.8627, 1.7387, -2.0490)  0.0003
H (-3.2450, -2.6845, 0.1569)  0.0015
H (2.6189, -3.0810, -2.7047)  0.0002
H (-3.4269, -2.3098, -1.5576)  0.0006
H (6.3548, -2.3786, -0.9765)  0.0002
H (1.2815, -1.9787, -3.0607)  0.0022
H (-4.8598, -0.1555, -0.5199)  -0.0003
H (2.0141, 1.4231, 3.5638)  -0.0003
H (2.8649, 6.4568, 0.7726)  0.0001
H (-1.1740, -2.6155, 1.9905)  -0.0158
H (-1.0621, -5.0737, 2.2136)  0.0000
H (-2.2320, -1.0291, 7.2904)  0.0002
H (3.8726, 2.6931, 2.5220)  -0.0003
H (-2.3522, 1.3825, 7.8038)  0.0009
H (2.2317, -2.8685, 0.8587)  0.0150
H (-0.2833, 2.2926, 4.1746)  0.0029
H (4.1549, 0.4792, 2.5701)  -0.0005
H (4.7019, 2.2920, -1.0234)  0.0001
H (-3.3617, 3.7305, 0.6473)  0.0001
H (7.6994, -0.5867, -2.0290)  0.0001
H (1.6776, 2.8450, -1.1798)  -0.0023
H (-1.8081, -2.4522, -0.8499)  0.0136
H (3.9208, 5.1501, 2.5795)  0.0000
H (3.1626, -3.6276, -0.4470)  -0.0023
H (3.3246, -1.0317, 2.2383)  -0.0019
H (0.7467, -6.1124, 3.5384)  0.0002
H (4.1955, -1.8409, 0.0646)  0.0028
H (1.7432, 5.3033, -1.1043)  0.0006
H (2.4219, -4.6974, 4.6782)  0.0003
H (2.6165, -1.4564, -2.0206)  -0.0028
H (-1.3733, 3.0398, 6.2530)  0.0001
H (-0.3705, -4.2161, -0.6568)  -0.0053

# 3
A 2-piece molecular cluster, C5H16N2O overall in a non-equilibrium geometry. Source: OMol25; level of theory: ωB97M-V with the def2-TZVPD basis set.

HOMO in hartree: -0.2969
Energy above the lowest of the compared OMol25 structures with the same formula, charge and spin in kJ/mol: 113.95
Lowest unoccupied orbital energy in eV: 0.7
SMILES: CCN(C)CCN.O
HOMO-LUMO gap in eV: 8.8

Each line ends with the Mulliken charge.
Atoms and positions in Å:
O (-1.3047, 1.1053, -2.3762)  -0.6438
N (1.1682, 0.3695, 0.9281)  0.0204
N (-0.6127, -1.7415, -1.5895)  -0.6288
C (0.2501, -1.6743, -0.4100)  -0.6307
C (1.0054, -0.4112, 2.1552)  -1.0840
C (0.1587, 1.4158, 0.8466)  -0.7220
C (1.2561, -0.4773, -0.2847)  -0.7260
C (-1.3134, 1.1143, 1.1379)  -1.1346
H (0.8378, -2.5913, -0.3693)  0.3594
H (-1.9341, 1.9752, 0.8810)  0.3804
H (0.2269, 1.9396, -0.1058)  0.5071
H (1.6134, -1.3154, 2.1022)  0.3529
H (-1.0542, -0.8533, -1.8567)  0.2701
H (-1.6839, 0.2427, 0.5842)  0.2727
H (1.1373, 0.1843, -1.1495)  0.5039
H (-0.0655, -1.9885, -2.3977)  0.2640
H (-0.8892, 1.5217, -1.6084)  0.2658
H (1.3469, 0.1555, 3.0245)  0.2885
H (0.3861, 2.1997, 1.5930)  0.2938
H (-0.0281, -0.6973, 2.3404)  0.3733
H (2.2980, -0.7924, -0.2765)  0.3425
H (-1.5175, 0.8876, 2.1841)  0.3982
H (-2.0584, 1.6266, -2.6593)  0.2921
H (-0.4197, -1.6471, 0.4418)  0.3848

# 4
C3H11N3O as an isolated structure in a non-equilibrium geometry. Source: OMol25; level of theory: ωB97M-V with the def2-TZVPD basis set.

HOMO in hartree: -0.3129
Energy above the lowest of the compared OMol25 structures with the same formula, charge and spin in kJ/mol: 496.83
Lowest unoccupied orbital energy in eV: 0.5
HOMO-LUMO gap in eV: 9.0

Each line ends with the Mulliken charge.
Atoms and positions in Å:
O (2.7276, -1.3935, 0.3186)  -0.5099
N (-2.7036, 0.0651, 0.3706)  -0.3506
N (-1.8663, -0.0695, -0.7128)  -0.1945
N (-1.4873, 1.1218, -1.1366)  -0.4688
C (0.7126, 1.0746, 0.4053)  -1.0709
C (0.5146, -0.3518, 0.4804)  0.0814
C (1.4660, -1.2283, -0.3205)  -0.6364
H (1.5722, 1.4604, -0.1382)  0.3454
H (-0.4315, 1.4482, -0.4759)  0.3016
H (1.5925, -0.8012, -1.3260)  0.2690
H (0.3400, -0.7371, 1.4871)  0.3404
H (-1.1130, 1.0017, -2.0768)  0.3166
H (0.4559, 1.6672, 1.2766)  0.3019
H (-2.5103, 0.8619, 0.9772)  0.2647
H (-0.5875, -0.5533, -0.0785)  0.0693
H (3.0678, -0.5159, 0.5285)  0.3187
H (-2.8148, -0.8138, 0.8555)  0.2702
H (1.0650, -2.2364, -0.4346)  0.3519

# 5
C22H23ClO2PV as an isolated structure in a non-equilibrium geometry. Source: OMol25; level of theory: ωB97M-V with the def2-TZVPD basis set.

HOMO (spin up / spin down) in hartree: -0.5559 / -0.5548
Lowest unoccupied orbital energy (spin up / spin down) in eV: -9.9 / -9.2
Total charge: +2
HOMO-LUMO gap (spin up / spin down) in eV: 5.3 / 5.9
Multiplicity: 3

Each line ends with the Mulliken spin population.
Atoms and positions in Å:
V (1.0524, 1.0014, 0.6948)  2.1064
Cl (2.8158, 1.2703, -0.6099)  -0.0333
P (-0.4476, -0.4551, -0.2670)  -0.1151
O (1.7460, 2.8386, 1.8409)  0.0107
O (-1.2392, 1.8519, 2.4944)  0.1002
C (2.7658, 5.0053, 1.7010)  0.0009
C (1.0622, -4.7579, 0.4939)  -0.0027
C (-3.9402, -0.9150, 1.8044)  0.0025
C (-4.9282, -0.6417, 0.8507)  -0.0056
C (-0.3378, -0.1674, -2.0702)  -0.0358
C (-0.2728, -4.5545, 0.1448)  0.0007
C (-2.2222, -0.5363, 0.1296)  -0.0110
C (-0.3088, 0.2986, -4.8236)  -0.0074
C (2.6323, 3.7144, 3.8816)  0.0026
C (-0.3486, 1.1514, -2.5572)  0.0284
C (0.1283, -2.1634, 0.0384)  -0.0065
C (-0.3609, 1.4850, 1.8096)  -0.0437
C (1.9298, -3.6664, 0.6283)  0.0023
C (-3.2144, -0.2255, -0.8123)  -0.0108
C (-0.7443, -3.2568, -0.0817)  0.0018
C (-2.5942, -0.8487, 1.4484)  -0.0021
C (-4.5647, -0.2898, -0.4552)  0.0022
C (-0.2518, -1.2425, -2.9602)  -0.0045
C (2.3404, 3.7663, 2.4169)  0.0058
C (-0.2527, -1.0094, -4.3361)  0.0005
C (1.4677, -2.3668, 0.4089)  0.0028
C (-0.3510, 1.3774, -3.9324)  0.0053
H (-0.1944, -2.2587, -2.5768)  -0.0003
H (1.7008, 3.6134, 4.4442)  0.0001
H (-0.3511, 1.9877, -1.8529)  0.0040
H (-4.2199, -1.1748, 2.8295)  0.0002
H (-1.7882, -3.0972, -0.3428)  -0.0001
H (-0.9572, -5.3987, 0.0451)  0.0000
H (4.9071, -1.1750, 0.0902)  0.0012
H (4.7587, -0.7919, -0.5392)  -0.0005
H (-5.3350, -0.0620, -1.1975)  0.0000
H (-0.2090, -1.8532, -5.0238)  -0.0006
H (-2.9359, 0.0676, -1.8241)  -0.0001
H (2.1388, -1.5034, 0.5123)  -0.0032
H (3.4728, 4.7632, 0.9027)  0.0003
H (1.4341, -5.7689, 0.6642)  0.0002
H (-0.3864, 2.3986, -4.3167)  -0.0003
H (3.2437, 5.6656, 2.4244)  -0.0002
H (3.2788, 2.8634, 4.1096)  -0.0003
H (-5.9834, -0.6874, 1.1311)  -0.0002
H (-1.8320, -1.0458, 2.2023)  0.0053
H (1.8973, 5.5107, 1.2684)  0.0001
H (-0.3049, 0.4806, -5.8979)  0.0000
H (2.9727, -3.8369, 0.9020)  0.0001
H (3.1314, 4.6396, 4.1648)  0.0000

# 6
A single C13H16N2O5 molecule in a non-equilibrium geometry. Source: OMol25; level of theory: ωB97M-V with the def2-TZVPD basis set.

HOMO in hartree: -0.3507
Energy above the lowest of the compared OMol25 structures with the same formula, charge and spin in kJ/mol: 110.62
Lowest unoccupied orbital energy in eV: 0.3
SMILES: N[C@@H](CC(=O)O)C(=O)N[C@@H](Cc1ccccc1)C(=O)O
HOMO-LUMO gap in eV: 9.8

Each line ends with the Mulliken charge.
Atoms and positions in Å:
O (-3.1118, 1.2105, -0.2046)  -0.5618
O (3.8848, -1.9022, -0.4698)  -0.4849
O (-1.2435, -1.5805, -1.0699)  -0.6664
O (-4.4476, -0.2951, -1.2561)  -0.5815
O (2.7940, -1.7590, 1.4703)  -0.5779
N (-1.4937, 0.2574, 1.6810)  -0.5405
N (0.4313, -1.3614, 0.4582)  -0.1303
C (0.1560, 1.7205, -0.7049)  -0.0509
C (2.4680, 2.7442, 0.4253)  -0.8544
C (2.7710, -1.7239, 0.2662)  0.4597
C (1.4710, -1.4741, -0.5511)  -0.1872
C (0.0951, 2.9626, -0.0957)  -0.8892
C (-1.8527, -1.0994, 1.2600)  0.1587
C (2.5072, 1.5462, -0.2320)  -0.2258
C (-3.6668, -0.0068, -0.4002)  0.5467
C (-3.2872, -1.0382, 0.7232)  -0.7864
C (1.2289, 3.4301, 0.4884)  -0.1181
C (-0.8878, -1.3869, 0.1058)  0.2816
C (1.5123, -0.3474, -1.5232)  -1.3323
C (1.3668, 0.9956, -0.8111)  0.3136
H (-1.7628, -1.9518, 1.9893)  0.3211
H (3.4451, 1.0646, -0.4642)  0.4081
H (-3.5644, -2.1063, 0.4441)  0.3403
H (-2.2794, 1.0758, 0.4247)  0.4532
H (1.3111, -2.4057, -1.1385)  0.3062
H (-1.9971, 0.5366, 2.5700)  0.2559
H (2.4594, -0.3017, -2.1222)  0.6562
H (1.1401, 4.3991, 1.0160)  0.3158
H (3.7122, -1.9598, -1.4004)  0.3901
H (-3.9798, -0.7951, 1.5828)  0.3552
H (0.7227, -1.1775, 1.3975)  0.3258
H (-0.5510, 0.5438, 1.7230)  0.2113
H (-0.8604, 3.4446, 0.0135)  0.4833
H (0.7481, -0.4316, -2.2874)  0.4170
H (-0.7665, 1.3566, -1.1796)  0.6474
H (3.3611, 3.1119, 0.9933)  0.3404

# 7
A 2-piece molecular cluster, CHBrN2 overall in a non-equilibrium geometry. Source: OMol25; level of theory: ωB97M-V with the def2-TZVPD basis set.

HOMO in hartree: -0.3783
Energy above the lowest of the compared OMol25 structures with the same formula, charge and spin in kJ/mol: 185.83
Lowest unoccupied orbital energy in eV: -1.4
HOMO-LUMO gap in eV: 8.9

Each line ends with the Mulliken charge.
Atoms and positions in Å:
Br (-2.6200, 0.2235, -0.0450)  0.0262
N (-0.8687, -0.5453, 0.4781)  -0.5644
N (-0.4345, -2.8929, -0.1404)  -0.3484
C (-0.6379, -1.7828, 0.0636)  0.4566
H (-0.1778, 0.6293, 0.0391)  0.4300

# 8
C24H46BrCuN3O7 as an isolated structure in a non-equilibrium geometry. Source: OMol25; level of theory: ωB97M-V with the def2-TZVPD basis set.

HOMO (spin up / spin down) in hartree: -0.4667 / -0.4662
Lowest unoccupied orbital energy (spin up / spin down) in eV: -8.1 / -9.9
Total charge: +2
HOMO-LUMO gap (spin up / spin down) in eV: 4.6 / 2.8
Multiplicity: 2

Each line ends with the Mulliken spin population.
Atoms and positions in Å:
Br (-0.2611, 3.0399, -2.1311)  0.0080
Cu (-3.5460, -1.2414, 6.6471)  0.0000
O (-0.5781, -0.7446, -0.3989)  0.0913
O (-1.9669, 0.7690, -3.8129)  0.0004
O (3.1309, -0.4067, -4.7105)  0.0007
O (-1.9902, -1.3742, 2.6856)  -0.0012
O (-1.5515, 1.9581, -5.5863)  0.0000
O (-0.9041, 2.2123, 0.2956)  0.0028
O (-1.7388, 0.1191, 5.0480)  0.0000
N (-2.7745, 2.6264, 1.7779)  0.0005
N (2.5328, 3.6284, 2.4278)  0.0005
N (1.6039, -1.7725, -3.7678)  0.0027
C (-2.1485, 1.1488, -5.1072)  -0.0001
C (0.7403, -2.4334, 0.9167)  0.1725
C (-2.1176, -1.2171, 5.0180)  0.0025
C (-1.7536, 1.7113, 1.3483)  0.0028
C (1.5678, -1.1080, -2.4729)  -0.0070
C (1.8108, -2.5174, 1.7507)  0.4303
C (2.0639, -0.8163, -4.8052)  0.0000
C (-2.3346, 1.2105, -1.4196)  0.0035
C (0.1404, 0.4092, -0.9655)  -0.0100
C (0.5376, -0.4069, 5.9418)  -0.0007
C (-2.8134, 1.4455, -2.8524)  0.0002
C (-1.6708, -2.0896, 3.8443)  -0.0049
C (2.4863, 1.6491, -0.7472)  -0.0017
C (-0.2632, -1.2892, 0.9333)  0.0751
C (1.0974, -0.3612, -5.8649)  0.0000
C (0.2504, -3.7556, -3.0823)  -0.0014
C (-0.3214, 0.3828, 4.9598)  -0.0023
C (0.4664, -0.0237, -2.4117)  -0.0061
C (-1.5729, -1.9347, 1.4543)  -0.0085
C (1.4142, 0.6944, -0.1537)  0.0209
C (2.5896, 2.9746, 0.0274)  0.0017
C (3.2154, 2.7997, 1.4283)  -0.0008
C (0.4605, -2.6200, -4.1006)  0.0001
C (-0.9000, 1.5956, -0.9700)  0.0171
H (0.6620, -3.0614, -5.0903)  0.0001
H (1.2057, -4.0906, -2.6608)  0.0002
H (-0.0248, -0.6814, 6.8500)  0.0000
H (0.4014, -1.1302, -6.2134)  0.0000
H (-2.9406, 2.5145, -3.0847)  0.0001
H (3.2056, 3.6688, -0.5651)  0.0004
H (1.4095, 0.1948, 6.2350)  0.0001
H (3.1292, 1.7358, 1.7238)  0.0003
H (-1.8191, -1.7676, 5.9589)  0.0000
H (-1.0983, 1.5349, 2.2148)  -0.0012
H (-2.3279, -1.6612, 0.6970)  0.0025
H (1.4496, -1.8540, -1.6886)  0.0189
H (1.1566, 1.0705, 0.8419)  0.0045
H (0.5508, -3.2196, 0.1809)  0.0852
H (-0.4545, -0.4676, -2.8174)  -0.0024
H (4.2748, 3.0904, 1.4203)  -0.0002
H (3.1818, 4.0626, 3.0747)  0.0000
H (-3.8199, 0.9979, -2.9117)  0.0001
H (-2.5701, 0.1733, -1.1507)  -0.0023
H (0.7683, 0.8396, -3.0219)  0.0005
H (0.9281, -1.3370, 5.5050)  0.0001
H (2.5876, -1.7407, 1.7585)  0.0426
H (-2.9014, 0.5437, -5.6409)  0.0000
H (-0.4675, -2.0344, -4.2160)  0.0005
H (2.5687, -0.6573, -2.3286)  -0.0026
H (-3.1595, 3.1409, 0.9878)  0.0001
H (1.6865, 0.0303, -6.7022)  0.0000
H (-0.2652, -4.6019, -3.5496)  0.0001
H (-1.5221, -3.0287, 1.5128)  0.0021
H (0.0191, -0.5489, 1.6972)  -0.0107
H (-2.3728, 3.3408, 2.3845)  0.0000
H (-3.0105, 1.8376, -0.8175)  0.0000
H (-0.0058, 0.2320, 3.9144)  0.0132
H (1.8965, -0.2756, 0.0231)  0.0262
H (1.8564, 3.0952, 2.9680)  0.0001
H (2.3025, 1.8763, -1.8089)  0.0009
H (-3.2456, -1.1944, 4.9094)  -0.0003
H (-2.1985, 0.7492, 1.0733)  -0.0031
H (-0.2433, 1.4588, 5.1686)  0.0001
H (3.4733, 1.1576, -0.6727)  -0.0001
H (0.5044, 0.4682, -5.4325)  0.0000
H (-2.2479, -3.0348, 3.8752)  0.0023
H (1.5966, 3.4338, 0.1511)  -0.0002
H (-0.3778, -3.4206, -2.2539)  0.0016
H (1.9553, -3.3574, 2.4373)  0.0247
H (-0.5988, -2.3445, 3.9196)  0.0067